Record 1
69
Properties=species:S:1:pos:R:3 method="wB97M-V/def2-TZVPD" relative_energy_kcal_mol=0.00 lumo_ev="4.29 / 4.29" homo_ev="-1.51 / -1.56" charge=-2 spin_multiplicity=2 gap_ev="5.800 / 5.843"
Se 4.25 -2.14 -2.18
C -2.03 2.04 -0.94
C 2.03 1.22 -0.21
H -4.69 0.97 -0.48
C -2.59 -1.32 1.69
C -1.74 -2.21 2.39
H -3.64 -2.54 5.21
N -0.27 -2.54 -4.08
C -3.36 -2.19 4.22
C 2.74 2.67 2.05
N 0.88 -0.49 -1.48
Co 0.54 -1.64 0.08
C -2.05 1.85 1.45
C 6.99 -0.50 0.55
C -5.14 -2.36 -2.37
C 1.64 0.55 -1.43
F 6.60 2.51 -1.40
O 0.53 -0.04 1.16
C 2.52 -1.90 0.53
C -1.93 4.02 0.42
H -1.53 -3.29 4.22
H -7.09 -1.62 -2.90
C -3.79 -0.91 2.26
H -3.15 -2.83 -1.71
C -2.17 -2.62 3.67
H -0.20 -3.54 -4.18
N 0.52 -0.86 -2.77
S -0.23 -2.89 1.82
C -4.19 -1.33 3.52
C 0.14 -2.09 -2.83
C -3.96 -2.10 -1.68
H -4.44 -0.24 1.70
H -5.13 -0.99 3.94
C 6.16 -1.35 -0.15
H 0.16 -2.02 -4.83
C -6.00 -0.23 -1.68
H 4.08 3.76 0.75
H -1.91 3.68 2.54
As -2.06 -0.69 -0.08
C 5.63 0.36 -1.66
F 6.09 -2.61 0.31
H -5.25 -3.29 -2.91
C -2.10 1.24 0.20
C 6.46 1.23 -0.98
S 0.11 -3.22 -1.53
C 2.97 2.25 -0.29
H -2.04 1.23 2.34
C 5.44 -0.97 -1.28
H 1.35 1.41 3.10
H -1.85 5.10 0.51
H -1.90 4.03 -1.73
C -6.17 -1.43 -2.36
C 3.34 2.98 0.83
C 1.81 1.66 2.15
C 1.42 0.90 1.03
H 1.98 0.96 -2.38
C -4.82 0.03 -1.00
H 3.02 3.23 2.94
F 7.66 -0.93 1.64
O 3.38 -1.59 1.19
C -3.79 -0.91 -0.98
C -1.96 3.23 1.56
F 7.95 1.66 0.81
F 5.00 0.86 -2.74
H -6.79 0.51 -1.68
C 7.14 0.81 0.14
H 3.41 2.47 -1.26
C -1.96 3.42 -0.84
H -2.02 1.58 -1.93

Record 2
28
Properties=species:S:1:pos:R:3 method="wB97M-V/def2-TZVPD" lumo_ev="-11.06 / -11.03" homo_ev="-15.46 / -15.47" charge=+2 spin_multiplicity=1 gap_ev="4.395 / 4.443"
H 1.57 3.26 0.99
C 3.54 0.62 1.50
H -4.31 -2.07 -0.64
C -0.47 -2.20 -0.59
H -0.69 -4.32 -0.77
C -2.50 1.54 -0.37
C -1.19 -3.37 -0.69
C 2.27 2.44 0.89
C -1.09 -0.94 -0.50
H -4.27 0.37 -0.36
C 4.13 1.21 0.35
Sn 2.00 0.23 -0.76
C -3.23 -2.11 -0.60
C 3.31 2.35 -0.04
H 3.98 -0.17 2.10
H 0.63 -2.25 -0.53
C -0.50 0.32 -0.45
H 3.58 3.09 -0.77
C 2.41 1.37 1.84
H -3.15 -4.24 -0.75
C -2.54 -0.89 -0.50
H -0.56 2.47 -0.28
C -1.09 1.53 -0.34
C -2.59 -3.32 -0.68
H 1.82 1.25 2.74
C -3.19 0.36 -0.41
H 5.11 0.99 -0.04
H -3.00 2.49 -0.34

Record 3
57
Properties=species:S:1:pos:R:3 method="wB97M-V/def2-TZVPD" relative_energy_kcal_mol=0.00 lumo_ev="-0.99 / -0.09" homo_ev="-8.02 / -8.11" spin_multiplicity=5 gap_ev="7.032 / 8.022"
C -2.85 -2.03 -3.64
H -2.33 -3.86 -4.65
H 1.28 -2.42 -3.26
C 3.45 3.56 1.21
N 0.47 0.01 0.80
H 3.44 4.19 3.25
S -2.59 -2.00 1.26
C -0.89 -2.71 -1.80
H -0.58 -4.45 -3.01
C 0.68 0.51 2.10
H 1.25 -1.26 -1.20
H -3.62 -1.76 -4.36
C -1.15 -3.53 -2.89
H 0.47 -4.12 -0.89
H -3.18 -0.30 -2.44
H 3.25 2.74 -0.79
N -1.60 1.38 -1.11
N 1.61 3.11 -3.65
H -2.26 2.57 1.83
C 0.22 -3.06 -0.85
O 1.51 0.34 -1.22
N -2.47 0.52 1.72
C -0.01 3.28 -1.66
C -2.55 1.68 2.38
H 2.04 -2.17 0.84
C -1.63 -1.53 -1.61
C -2.13 -3.20 -3.81
C -3.22 -0.65 3.65
C 0.06 4.38 -0.76
C 0.88 3.19 -2.76
C 1.34 0.65 -0.04
C -0.86 2.25 -1.38
N 1.47 -2.30 -1.17
O 0.14 0.10 3.10
C 2.15 2.50 2.96
C -2.99 1.74 3.68
C 2.97 2.67 0.25
H -0.04 -2.80 0.18
H 2.32 -3.67 -2.52
C 2.48 -2.48 -0.10
H -3.06 2.69 4.18
H 3.34 -1.85 -0.33
N 0.12 5.26 -0.02
H 2.78 -3.53 -0.06
C 2.07 1.71 0.69
C 2.03 -2.62 -2.50
H -3.66 0.57 5.35
H 2.89 -1.98 -2.67
Mn -1.56 -0.32 0.02
C -2.60 -1.21 -2.55
C 3.05 3.48 2.54
C 1.67 1.63 2.01
H 1.84 2.43 4.00
C -3.32 0.55 4.32
H -3.45 -1.59 4.13
H 4.13 4.35 0.90
C -2.79 -0.63 2.33

Number 1: total energy -242199.377 eV, M 863.5 g mol⁻¹. Number 2: total energy -21560.380 eV, M 311.0 g mol⁻¹. Number 3: total energy -82494.659 eV, M 536.5 g mol⁻¹.